Entry 1:
10
Properties=species:S:1:pos:R:3 method="wB97M-V/def2-TZVPD" de_lowest_ev=4.319 e_homo_ha="-0.41665 / -0.41668" total_energy_ha=-318.326024 homo_lumo_gap_ev="8.38 / 8.38" e_lumo_ev="-2.963 / -2.962"
N -1.114 0.015 0.102
N 1.702 -2.608 -1.744
N 3.461 0.850 0.742
C 0.068 0.402 -0.114
C 1.142 -0.193 0.657
C 2.421 0.366 0.685
C 1.503 -1.866 -0.910
H 0.375 1.144 -0.865
H -1.838 0.436 -0.472
H 0.857 -0.874 1.447

***

Entry 2:
10
Properties=species:S:1:pos:R:3 method="wB97M-V/def2-TZVPD" de_lowest_ev=4.996 e_homo_ha="-0.34326 / -0.34328" total_energy_ha=-318.301131 homo_lumo_gap_ev="8.03 / 8.03" e_lumo_ev="-1.313 / -1.312"
N 0.121 -1.238 -0.611
N -0.394 0.782 0.497
N -1.790 0.929 -2.548
C 0.924 -0.408 1.591
C -1.200 0.492 -1.658
C 0.645 0.835 1.430
C -0.427 -0.068 -0.543
H 1.069 -1.467 1.539
H 0.075 -1.638 -1.551
H 0.976 1.781 1.854

***

Entry 3:
10
Properties=species:S:1:pos:R:3 method="wB97M-V/def2-TZVPD" de_lowest_ev=2.405 e_homo_ha=-0.35020 total_energy_ha=-318.396342 smiles=C#Cc1cnn[nH]1 homo_lumo_gap_ev=10.36 e_lumo_ev=0.827
N 0.837 1.841 -1.044
N -0.021 1.151 0.769
N 0.472 2.218 0.141
C 0.585 0.516 -1.185
C -0.821 -2.365 0.582
C 0.025 0.045 -0.020
C -0.434 -1.252 0.335
H -1.156 -3.360 0.777
H -0.312 1.234 1.730
H 0.825 -0.030 -2.086

***

Entry 4:
10
Properties=species:S:1:pos:R:3 method="wB97M-V/def2-TZVPD" de_lowest_ev=3.156 e_homo_ha=-0.34341 total_energy_ha=-318.368733 homo_lumo_gap_ev=8.87 e_lumo_ev=-0.477
N -2.066 1.522 0.134
N 1.158 0.015 -1.350
N 0.870 0.281 0.822
C 0.192 -0.754 -1.036
C 1.516 0.849 -0.200
C -1.347 0.623 0.230
C -0.322 -0.438 0.356
H -0.176 -1.553 -1.681
H 0.858 0.707 1.740
H -0.685 -1.253 0.985

***

Entry 5:
11
Properties=species:S:1:pos:R:3 method="wB97M-V/def2-TZVPD" de_lowest_ev=5.416 e_homo_ha=-0.34132 total_energy_ha=-393.520357 smiles="O=c1ccnnnc1" homo_lumo_gap_ev=7.70 e_lumo_ev=-1.592
O -2.353 -0.353 -0.674
N 1.762 0.389 -0.346
N 0.968 -1.495 -0.037
N 1.727 -0.808 -0.752
C -0.645 0.965 -0.055
C -1.199 -0.224 -0.287
C 0.746 1.101 -0.076
C -0.363 -1.383 0.214
H -0.790 -1.863 1.202
H -1.082 1.709 0.541
H 1.228 1.963 0.271

***

Entry 6:
11
Properties=species:S:1:pos:R:3 method="wB97M-V/def2-TZVPD" de_lowest_ev=6.145 e_homo_ha=-0.32437 total_energy_ha=-393.493580 smiles="C#CC1=NN=CON1" homo_lumo_gap_ev=8.66 e_lumo_ev=-0.168
O -1.766 -0.360 -0.154
N 0.477 0.363 1.051
N -0.579 0.075 -0.956
N -0.750 0.688 1.668
C -1.789 0.102 1.144
C 0.587 0.164 -0.192
C 1.753 -0.121 -0.980
C 2.795 -0.679 -1.449
H -2.735 -0.372 1.724
H 3.473 -1.048 -2.189
H -0.717 -0.374 -1.782

***

Entry 7:
12
Properties=species:S:1:pos:R:3 method="wB97M-V/def2-TZVPD" de_lowest_ev=2.448 e_homo_ha=-0.38286 total_energy_ha=-468.860318 smiles=N#Cc1nnoc1CO homo_lumo_gap_ev=10.13 e_lumo_ev=-0.291
O 0.970 -0.230 1.310
O 1.837 0.685 -1.078
N -3.155 -0.841 -0.913
N -0.656 -1.788 1.312
N 0.442 -1.577 1.837
C -0.971 -0.823 0.354
C 0.100 0.078 0.346
C -2.115 -0.814 -0.382
C 0.487 1.173 -0.689
H 0.694 2.194 -0.272
H 2.447 0.732 -0.216
H -0.079 1.212 -1.608

***

Entry 8:
12
Properties=species:S:1:pos:R:3 method="wB97M-V/def2-TZVPD" de_lowest_ev=3.611 e_homo_ha=-0.37504 total_energy_ha=-468.817576 smiles="C1=NN=CC12OC=NO2" homo_lumo_gap_ev=9.62 e_lumo_ev=-0.590
O 1.221 -0.117 0.253
O -0.381 1.489 -0.403
N -1.631 -1.697 -0.475
N -1.692 -1.455 0.977
N 0.996 2.019 -0.480
C -0.178 0.082 -0.047
C -0.960 -0.403 1.192
C 1.757 1.072 -0.172
C -0.743 -0.917 -0.952
H 2.890 1.051 -0.085
H -0.399 -1.121 -2.019
H -0.880 -0.003 2.211

***

Entry 9:
14
Properties=species:S:1:pos:R:3 method="wB97M-V/def2-TZVPD" de_lowest_ev=0.041 e_homo_ha="-0.31732 / -0.31734" total_energy_ha=-1265.253896 homo_lumo_gap_ev="7.51 / 7.51" e_lumo_ev="-1.121 / -1.120"
S 0.012 1.000 -2.763
S 1.469 1.722 -1.674
O 0.332 -0.309 -3.303
O 0.334 2.804 1.582
N -1.282 0.452 -1.099
N 0.505 -0.660 1.737
N -0.655 -1.495 0.041
C -0.081 -1.740 1.121
C -0.658 -0.207 -0.149
C -0.023 0.430 1.016
C 0.314 1.670 1.328
H -1.802 -0.205 -1.576
H 1.419 -0.717 2.265
H 0.116 -2.744 1.476

***

Entry 10:
11
Properties=species:S:1:pos:R:3 method="wB97M-V/def2-TZVPD" de_lowest_ev=0.391 e_homo_ha="-0.35365 / -0.35362" total_energy_ha=-607.865168 smiles="C=[Si](C#N)C#N.C#N" homo_lumo_gap_ev="8.38 / 8.37" e_lumo_ev="-1.248 / -1.247"
Si 0.098 -1.078 0.606
N -2.477 2.397 -0.384
N -2.227 -0.828 2.545
N -1.233 -0.863 -2.102
C -0.728 -0.966 -1.091
C 1.738 -1.343 1.273
C -1.370 -0.907 1.771
C -3.564 2.531 -0.118
H -4.616 2.846 0.204
H 2.721 -1.154 0.697
H 1.718 -1.225 2.316

***

Entry 11:
12
Properties=species:S:1:pos:R:3 method="wB97M-V/def2-TZVPD" de_lowest_ev=1.486 e_homo_ha=-0.35262 total_energy_ha=-427.875941 homo_lumo_gap_ev=8.86 e_lumo_ev=-0.738
N -0.815 1.525 -0.062
N 2.263 -0.207 0.128
N -0.881 -1.482 0.119
N 1.451 -1.209 -0.116
N 1.591 0.977 -0.049
C 0.235 0.811 -0.111
C -1.951 0.747 -0.002
C 0.160 -0.729 -0.132
C -2.024 -0.719 0.084
H -2.865 1.346 0.178
H -3.078 -1.148 -0.086
H 2.160 1.911 0.746

***

Entry 12:
9
Properties=species:S:1:pos:R:3 method="wB97M-V/def2-TZVPD" de_lowest_ev=5.455 e_homo_ha=-0.31470 total_energy_ha=-283.972630 homo_lumo_gap_ev=8.94 e_lumo_ev=0.374
O 1.806 1.347 -0.205
N -2.084 -1.023 0.232
C -1.281 0.057 0.047
C -0.151 -0.291 0.871
C -0.987 -1.627 0.395
C 1.690 0.319 0.294
H -1.414 0.838 -0.578
H -0.169 -0.326 1.973
H 2.383 -0.479 0.497

***

Entry 13:
9
Properties=species:S:1:pos:R:3 method="wB97M-V/def2-TZVPD" de_lowest_ev=2.879 e_homo_ha=-0.39084 total_energy_ha=-284.067290 smiles=C#C[C@H](O)C#N homo_lumo_gap_ev=10.88 e_lumo_ev=0.249
O -1.562 0.600 -0.676
N -1.475 -0.164 2.072
C -0.417 -0.438 -0.258
C 2.224 0.055 -0.349
C 1.040 -0.180 -0.302
C -1.032 -0.313 1.021
H -0.628 -1.381 -0.797
H 3.268 0.315 -0.393
H -1.417 1.504 -0.318

***

Entry 14:
9
Properties=species:S:1:pos:R:3 method="wB97M-V/def2-TZVPD" de_lowest_ev=3.161 e_homo_ha=-0.37983 total_energy_ha=-284.056956 homo_lumo_gap_ev=9.31 e_lumo_ev=-1.030
O 0.226 1.312 1.198
N 0.906 2.010 -1.524
C 0.287 -0.030 1.385
C -0.353 -0.866 0.218
C 0.557 0.898 -1.179
C -0.211 -0.306 -0.868
H -1.053 -1.741 0.420
H 0.274 -0.633 2.396
H -0.632 -0.644 -2.047

***

Entry 15:
9
Properties=species:S:1:pos:R:3 method="wB97M-V/def2-TZVPD" de_lowest_ev=4.911 e_homo_ha=-0.36536 total_energy_ha=-283.992636 homo_lumo_gap_ev=10.07 e_lumo_ev=0.126
O 2.167 1.076 -0.205
N -2.312 0.708 -0.305
C 1.158 -1.037 0.020
C -1.411 0.073 0.074
C 0.054 -1.723 0.248
C 1.214 0.401 -0.017
H -3.300 1.168 -0.300
H 0.284 0.855 0.164
H 2.146 -1.521 0.323

***

Entry 16:
10
Properties=species:S:1:pos:R:3 method="wB97M-V/def2-TZVPD" de_lowest_ev=3.817 e_homo_ha=-0.37261 total_energy_ha=-359.330091 smiles="O=c1cconc1" homo_lumo_gap_ev=9.65 e_lumo_ev=-0.490
O 2.296 -0.178 -0.423
O -1.795 -0.357 -0.395
N -0.873 -1.503 -0.091
C 1.083 -0.093 -0.135
C 0.310 1.050 0.054
C 0.389 -1.303 0.079
C -1.095 0.852 -0.136
H 1.023 -2.078 0.608
H 0.514 1.995 0.506
H -1.851 1.613 -0.068

***

Entry 17:
10
Properties=species:S:1:pos:R:3 method="wB97M-V/def2-TZVPD" de_lowest_ev=5.992 e_homo_ha=-0.34563 total_energy_ha=-359.250161 homo_lumo_gap_ev=10.14 e_lumo_ev=0.732
O 1.616 0.820 -0.099
O -1.823 -0.072 -0.016
N -1.018 -1.150 -0.060
C 0.166 -0.750 -0.001
C -1.005 1.103 0.004
C 1.596 -0.678 0.028
C 0.302 0.699 0.076
H -1.503 1.959 0.150
H 1.646 -0.962 1.247
H 2.279 -1.178 -0.702

***

Entry 18:
10
Properties=species:S:1:pos:R:3 method="wB97M-V/def2-TZVPD" de_lowest_ev=1.692 e_homo_ha=-0.36507 total_energy_ha=-359.408159 smiles="O=Cc1ncco1" homo_lumo_gap_ev=10.06 e_lumo_ev=0.130
O -0.281 0.727 0.785
O 3.015 0.013 0.080
N 0.052 -1.163 -0.344
C 0.597 -0.191 0.315
C -1.488 0.296 0.349
C 1.901 0.435 -0.041
C -1.298 -0.856 -0.337
H 1.654 1.376 -0.577
H -2.320 0.945 0.572
H -2.010 -1.450 -0.890

***

Entry 19:
10
Properties=species:S:1:pos:R:3 method="wB97M-V/def2-TZVPD" de_lowest_ev=5.139 e_homo_ha=-0.35595 total_energy_ha=-359.281487 homo_lumo_gap_ev=9.29 e_lumo_ev=-0.396
O -0.363 0.881 1.340
O 1.550 0.818 -0.425
N 0.288 -1.116 -0.457
C 0.807 0.559 1.468
C -0.896 -0.448 -0.486
C -1.282 0.564 0.312
C 1.429 -0.444 -0.485
H 2.331 -1.072 -0.520
H -2.220 1.087 0.429
H -1.644 -0.831 -1.176

***

Entry 20:
10
Properties=species:S:1:pos:R:3 method="wB97M-V/def2-TZVPD" de_lowest_ev=2.070 e_homo_ha=-0.38804 total_energy_ha=-359.394283 smiles="O=Cc1ccon1" homo_lumo_gap_ev=10.63 e_lumo_ev=0.068
O 0.570 1.766 0.618
O -0.195 -2.224 -1.237
N 1.075 0.957 -0.356
C -0.714 -0.034 0.622
C 0.526 -1.258 -1.281
C -0.490 1.170 1.192
C 0.315 -0.112 -0.356
H 1.347 -1.217 -2.007
H -0.966 1.730 1.983
H -1.468 -0.778 0.824